Arrangement A

Molecular formula: C4H8N3O
Method: DFT, ωB97M-V/def2-TZVPD

Structure (XYZ):
```
16
Properties=species:S:1:pos:R:3:mulliken_charge:R:1
C -0.0138 1.3927 -0.2904 0.486
C 2.6427 -1.7164 0.4651 0.492
C -1.6629 0.2227 -1.3036 -0.897
C -1.4756 0.2561 1.2249 -0.868
N 0.7039 2.2475 -0.7150 -0.207
N 3.4579 -2.5696 0.5526 -0.375
N -0.9629 0.5758 -0.0660 0.138
O 1.7117 -1.0385 0.2361 -0.474
H -0.9898 0.0033 -2.1919 0.327
H -2.4294 -0.5695 -1.0473 0.317
H -2.3947 0.9920 -1.6689 0.366
H -0.6747 0.4478 2.0383 0.346
H -2.4493 0.7683 1.4320 0.353
H -1.5390 -0.9009 1.2782 0.336
H 1.6284 2.5073 -0.9410 0.321
H 4.4477 -2.6187 0.9972 0.338
```

The calculation puts the frontier orbital gap at 10.40 eV. As for the charge: +1. Its HOMO energy is -14.30 eV.

---

Arrangement B

Molecular formula: C4H8N3O
Method: DFT, ωB97M-V/def2-TZVPD

Structure (XYZ):
```
16
Properties=species:S:1:pos:R:3:mulliken_charge:R:1
C -2.0137 1.8819 -0.7350 -1.235
C -1.5824 1.5066 0.6546 -0.142
C -0.2283 1.0983 0.7348 0.324
N 0.8352 0.6435 0.9266 0.309
O 1.9426 0.0997 0.9059 -0.270
C 2.1736 -1.0509 0.2412 0.105
N 1.2377 -1.8353 -0.0990 -0.093
N 1.3955 -3.0645 -0.5865 -0.508
H -2.9420 2.5342 -0.7591 0.316
H -2.1320 0.9830 -1.2854 0.372
H -1.2980 2.3091 -1.4164 0.414
H -2.1550 0.7930 1.1586 0.297
H -1.6570 2.4427 1.1109 0.275
H 3.2900 -1.2062 0.0959 0.342
H 0.7547 -3.7684 -0.3849 0.247
H 2.3791 -3.3666 -0.5623 0.247
```

As for the structure (SMILES): CCC#[N+]O/C=N/N. The calculation puts the frontier orbital gap at 9.19 eV. As for the charge: +1. Its HOMO energy is -13.01 eV.

---

Going by the energies, arrangement A is most stable and the next is 375.3 kJ/mol up.

---

Arrangement A

Molecular formula: C7H10O2
Method: DFT, ωB97M-V/def2-TZVPD

Structure (XYZ):
```
19
Properties=species:S:1:pos:R:3:mulliken_charge:R:1
C 0.1790 -1.9139 0.8522 -1.286
C 0.5867 0.1412 -0.5973 1.392
C 0.2665 1.1387 0.3623 -0.611
C -0.5271 -0.7603 0.1952 0.765
C 0.0567 1.0282 -1.6245 -0.523
C -0.1881 1.7426 1.4356 -0.760
C -1.8637 -0.6743 0.1050 -1.148
O 1.9410 -0.2479 -0.8255 -0.579
O 0.8973 1.3974 -2.6567 -0.532
H 2.4318 -0.0585 -0.0098 0.416
H 1.7725 1.0058 -2.4860 0.386
H -0.9929 1.0683 -1.8640 0.333
H 0.7374 -2.5026 0.1211 0.280
H 0.8881 -1.5497 1.6008 0.263
H -0.5419 -2.5770 1.3346 0.437
H 0.1827 2.7158 1.7441 0.279
H -0.9583 1.3135 2.0753 0.310
H -2.3787 0.2278 -0.1992 0.280
H -2.4889 -1.4953 0.4368 0.298
```

The calculation puts the frontier orbital gap (alpha / beta) at 6.57 / 7.30 eV. Its HOMO energy (alpha / beta) is -6.64 / -6.85 eV.

---

Arrangement B

Molecular formula: C7H10O2
Method: DFT, ωB97M-V/def2-TZVPD

Structure (XYZ):
```
19
Properties=species:S:1:pos:R:3:mulliken_charge:R:1
C -1.0978 -1.3129 1.0044 -0.878
C -1.2814 -0.0971 -0.0201 1.157
C -2.4796 -0.3055 -0.8758 -0.744
C 1.6611 0.5937 1.1146 -1.175
C 0.6793 1.2400 0.0467 0.361
C 1.5572 0.6697 -0.9906 -0.554
C 2.3021 0.0349 0.0596 -0.065
H 0.0942 -1.1585 1.7559 0.207
H -1.0938 -2.5256 0.3140 0.227
H -2.2195 -1.1840 1.8068 0.256
H -2.8089 0.5537 -1.5828 0.262
H -3.2410 -1.1425 -0.6552 0.243
H 2.0773 0.6062 2.1952 0.272
H 0.9760 2.4641 0.1329 0.242
H 2.3446 1.5720 -1.3494 0.205
H 1.2134 0.0294 -1.7836 0.334
H 3.1433 -0.4846 -0.1293 0.582
O -1.0073 -0.5416 -1.3236 -0.489
O -0.8194 0.9885 0.2804 -0.443
```

The calculation puts the frontier orbital gap at 10.24 eV. Its HOMO energy is -9.32 eV.

---

Going by the energies, arrangement A is most stable and the next is 216.9 kJ/mol up.

---

Arrangement A

Molecular formula: C4H10N4O2
Method: DFT, ωB97M-V/def2-TZVPD

Structure (XYZ):
```
20
Properties=species:S:1:pos:R:3:mulliken_charge:R:1
C -4.1456 0.0234 0.1878 -0.244
C -0.4678 0.8506 -0.3881 -0.353
C -2.7051 0.3171 0.1516 0.669
C 1.6385 -0.8454 0.7259 -0.716
N 0.4733 1.6989 -0.2293 0.523
N -1.6565 0.9925 0.3594 -0.052
N 2.0778 0.8339 -0.8504 -0.364
N 1.4490 -0.3584 -0.6595 -0.149
O 0.6705 2.6979 0.3417 -0.468
O -3.1512 -0.5022 -0.7752 -0.260
H -4.6041 -0.7298 0.7440 0.271
H -4.9788 0.7417 -0.1343 0.265
H -0.4215 0.0447 -1.0543 0.610
H 0.6666 -0.7548 1.2590 0.229
H 1.7878 -1.9804 0.6971 0.366
H 2.4872 -0.3862 1.3207 0.316
H -1.6862 1.6216 1.1650 0.301
H 2.2189 1.1470 -1.7902 0.327
H 2.7752 1.2358 -0.1164 0.383
H 1.5648 -1.1238 -1.3351 0.346
```

The calculation puts the frontier orbital gap (alpha / beta) at 8.14 / 8.17 eV. As for the charge: +2. Its HOMO energy (alpha / beta) is -17.79 / -17.78 eV.

---

Arrangement B

Molecular formula: C4H10N4O2
Method: DFT, ωB97M-V/def2-TZVPD

Structure (XYZ):
```
20
Properties=species:S:1:pos:R:3:mulliken_charge:R:1
C 2.1210 -0.1624 1.4823 0.528
C -5.2525 0.5001 -6.8036 0.590
C 1.8015 -1.8793 2.8991 -0.521
C 1.8199 -0.5905 3.7892 -0.213
N 2.0213 -1.4725 1.5074 -0.050
N -5.1750 0.9922 -7.9183 -0.253
N 2.1142 0.3662 2.7325 -0.264
N 1.0307 2.0044 2.3053 -0.491
O 2.3178 0.5518 0.4193 -0.477
O -5.3922 0.1414 -5.7639 -0.015
H 2.6251 -2.6956 3.2681 0.294
H 0.7879 -2.5564 2.9050 0.299
H 0.8406 -0.6025 4.3209 0.247
H 2.8191 -0.6884 4.4024 0.310
H 2.2710 -2.1712 0.8479 0.238
H -4.5869 1.7612 -8.2877 0.331
H -5.8320 0.5135 -8.6080 0.346
H 1.9429 1.5456 0.6632 0.537
H 0.3398 1.6874 2.9544 0.280
H 1.3859 2.7551 2.8843 0.282
```

The calculation puts the frontier orbital gap at 8.50 eV. As for the charge: +2. Its HOMO energy is -15.65 eV.

---

Going by the energies, arrangement B is most stable and the next is 527.1 kJ/mol up.

---

Arrangement A

Molecular formula: C7H15N2
Method: DFT, ωB97M-V/def2-TZVPD

Structure (XYZ):
```
24
Properties=species:S:1:pos:R:3:mulliken_charge:R:1
C 2.1344 -2.7281 2.5520 -1.068
C 1.0689 -2.8819 1.4691 -0.385
C 0.2428 -1.7589 1.1167 -0.072
C 0.4487 -1.0998 -0.0580 -0.408
N -0.0942 -0.0149 -0.6202 -0.292
C -1.1751 0.6337 -0.6464 -0.236
N -1.2492 1.7903 -1.5838 0.133
C -2.0859 2.8695 -1.0210 -0.959
C 0.1564 2.2231 -1.8459 -0.949
H 2.8583 -3.5836 2.6407 0.295
H 1.7218 -2.4414 3.4939 0.347
H 2.6780 -1.8670 2.1978 0.322
H 0.3566 -3.7654 1.9235 0.265
H 1.3858 -3.2153 0.3843 0.279
H -0.5154 -1.2246 1.7250 0.290
H 1.2373 -1.3319 -0.6264 0.448
H -2.0872 0.2946 -0.0467 0.391
H -1.7968 1.5952 -2.3839 0.333
H -1.8982 3.9293 -1.2933 0.336
H -3.1400 2.5432 -1.3825 0.340
H -1.9847 2.8993 -0.0100 0.421
H 0.7899 1.3879 -2.2473 0.345
H 0.3012 2.8956 -2.6410 0.422
H 0.6468 2.8511 -1.0967 0.403
```

As for the structure (SMILES): CC/C=C/N=C/[NH+](C)C. The calculation puts the frontier orbital gap at 8.77 eV. As for the charge: +1. Its HOMO energy is -12.56 eV.

---

Arrangement B

Molecular formula: C7H15N2
Method: DFT, ωB97M-V/def2-TZVPD

Structure (XYZ):
```
24
Properties=species:S:1:pos:R:3:mulliken_charge:R:1
C 2.6666 0.1455 -0.0744 0.564
C -0.0050 0.1340 0.9173 -1.064
C -0.9095 -0.4805 -0.0694 1.473
C 3.1059 -0.8103 0.8681 -0.912
C -0.3456 -1.1559 -1.3030 -1.399
C -2.3053 -0.9684 0.2442 -1.560
C -1.7150 1.9752 0.2770 -0.973
N 2.4780 0.9606 -0.9134 -0.215
N -0.6845 0.9981 -0.0526 0.025
H -0.3296 0.2584 1.9403 0.230
H 2.8327 -0.5012 1.8776 0.319
H 4.1946 -0.9273 0.8065 0.380
H 2.6272 -1.7716 0.6774 0.306
H 0.6798 -0.8544 -1.4976 0.240
H -0.9600 -0.9257 -2.1734 0.380
H -0.3667 -2.2341 -1.1667 0.394
H -2.7389 -0.4872 1.1158 0.346
H -2.2605 -2.0350 0.4444 0.433
H -2.9616 -0.8175 -0.6123 0.361
H -1.2488 2.9407 0.4736 0.359
H -2.4207 2.0753 -0.5458 0.323
H -2.2500 1.6662 1.1717 0.373
H 3.0010 1.4866 -1.5958 0.290
H -0.0842 1.3285 -0.8095 0.329
```

The calculation puts the frontier orbital gap (alpha / beta) at 7.30 / 7.30 eV. As for the charge: +1. Its HOMO energy (alpha / beta) is -11.21 / -11.21 eV.

---

Going by the energies, arrangement A is most stable and the next is 19.2 kJ/mol up.